Entry 1:
C32H28GeKN3O3S2 | wB97M-V/def2-TZVPD

As for the largest force on an atom: 0.014 hartree/bohr. The calculation puts the HOMO energy (spin up / spin down) at -1.377 / -1.365 eV. Its LUMO energy (spin up / spin down) is 3.79 / 3.03 eV. As for the charge: -2. As for the energy above the lowest of the compared OMol25 structures with the same formula, charge and spin: 57.81 kcal per mole.

Positions of all 70 atoms, in Å:
K: -1.5924 0.1798 1.3813
C: 1.0876 -2.0225 2.6150
N: 1.0527 -0.5717 2.6164
C: 2.2785 -0.0303 2.0737
C: 0.7835 -0.0590 3.9636
C: 0.6385 1.4455 4.0292
C: 1.6110 2.1741 4.7200
C: 1.5272 3.5601 4.8040
C: 0.4686 4.2021 4.1754
C: -0.4848 3.4535 3.4769
C: -0.4573 2.0492 3.3744
H: 1.8927 -2.4172 3.2632
H: 1.2589 -2.3892 1.5999
H: 0.1332 -2.4189 2.9621
H: 3.1588 -0.3075 2.6864
H: 2.2147 1.0570 2.0345
H: 2.4304 -0.4117 1.0602
H: 1.5829 -0.3944 4.6553
H: -0.1517 -0.5207 4.2915
H: 2.4434 1.6556 5.1962
H: 2.2807 4.1263 5.3430
H: 0.3878 5.2871 4.2248
H: -1.2870 4.0046 2.9855
S: -2.6726 -2.1369 3.8719
C: -3.6823 -3.2023 3.0740
C: -4.7551 -3.7810 3.8588
N: -5.5984 -4.2388 4.4956
C: -3.5729 -3.5922 1.7154
S: -2.4072 -3.0753 0.6345
C: -4.5410 -4.5428 1.2072
N: -5.2984 -5.3007 0.7846
Ge: 0.2858 -1.2556 -1.2762
C: 0.8983 -3.1305 -1.4699
C: 2.2450 -3.4817 -1.3778
C: 2.6565 -4.7979 -1.5433
C: 1.7214 -5.7920 -1.8074
C: 0.3766 -5.4611 -1.9024
C: -0.0298 -4.1409 -1.7361
C: 1.2381 -0.3471 -2.7223
C: 1.6752 0.9783 -2.6414
C: 2.3082 1.5844 -3.7199
C: 2.5062 0.8834 -4.9034
C: 2.0732 -0.4328 -5.0011
C: 1.4486 -1.0415 -3.9204
H: 0.6148 -0.7625 0.1269
H: 2.9881 -2.7162 -1.1784
H: 3.7079 -5.0501 -1.4642
H: 2.0396 -6.8202 -1.9332
H: -0.3612 -6.2305 -2.0965
H: -1.0835 -3.8995 -1.7987
H: 1.4832 1.5384 -1.7362
H: 2.6321 2.6153 -3.6398
H: 2.9921 1.3611 -5.7464
H: 2.2198 -0.9870 -5.9215
H: 1.1237 -2.0718 -4.0094
O: -2.7069 4.5417 -0.1781
C: -2.2801 4.3479 -1.4553
C: -2.2420 5.4002 -2.3676
C: -1.7895 5.1998 -3.6650
C: -1.3599 3.9421 -4.0590
C: -1.3892 2.9009 -3.1375
C: -1.8541 3.0750 -1.8414
C: -1.8983 1.8656 -0.9222
O: -2.9316 1.6672 -0.2671
O: -0.8586 1.1436 -0.9478
H: -2.8009 5.4891 -0.0256
H: -2.5749 6.3848 -2.0511
H: -1.7720 6.0305 -4.3607
H: -0.9976 3.7724 -5.0653
H: -1.0341 1.9155 -3.4119

Entry 2:
C33H36BrMoN8O2S5 | wB97M-V/def2-TZVPD

As for the largest force on an atom: 0.014 hartree/bohr. The calculation puts the HOMO energy (spin up / spin down) at -14.455 / -14.455 eV. Its LUMO energy (spin up / spin down) is -8.60 / -10.74 eV. Its spin multiplicity is 3. As for the charge: +3. As for the energy above the lowest of the compared OMol25 structures with the same formula, charge and spin: 0.25 kcal per mole.

Positions of all 86 atoms, in Å:
Mo: -1.5382 0.3824 0.8086
N: -1.5369 2.3160 -0.3370
C: -2.9358 2.7530 -0.5537
C: -3.7441 1.5742 -1.0303
N: -3.5948 0.3946 -0.1192
C: -4.0376 -0.8654 -0.8159
C: -2.9977 -1.9443 -0.6430
N: -1.6741 -1.2833 -0.7232
H: -1.0434 3.0418 0.1772
H: -1.0490 2.2362 -1.2247
H: -2.9960 3.5637 -1.2801
H: -3.3135 3.1274 0.3936
H: -3.3922 1.2617 -2.0142
H: -4.7968 1.8386 -1.1368
H: -4.2204 0.5316 0.6681
H: -4.1646 -0.6356 -1.8726
H: -5.0106 -1.1761 -0.4407
H: -3.1156 -2.7111 -1.4081
H: -3.0661 -2.4334 0.3246
H: -1.5401 -0.9439 -1.6727
H: -0.9322 -1.9780 -0.5612
C: 0.4676 0.8124 3.3916
O: 0.3336 0.8900 1.9375
C: 1.4866 1.3847 1.2881
C: 2.4968 2.0561 1.9473
C: 3.6690 2.3043 1.2457
Br: 5.0613 3.2013 2.1216
C: 3.8482 1.8748 -0.0493
C: 2.8203 1.2320 -0.7363
C: 1.6143 1.0375 -0.0517
O: 0.4921 0.4009 -0.5765
C: 3.0830 0.6542 -2.0645
N: 4.2006 0.0909 -2.3821
C: 4.0220 -0.3776 -3.6840
C: 4.9242 -1.0456 -4.5132
C: 4.4951 -1.3646 -5.7837
C: 3.2034 -1.0295 -6.2322
C: 2.2992 -0.3764 -5.4226
C: 2.7395 -0.0722 -4.1369
N: 2.1115 0.5626 -3.0598
H: 0.3617 1.8038 3.8216
H: 1.4429 0.3862 3.6136
H: -0.3209 0.1631 3.7455
H: 2.4154 2.3462 2.9850
H: 4.7942 2.0203 -0.5535
H: 0.7801 -0.2493 -1.2481
H: 5.9215 -1.2843 -4.1674
H: 5.1663 -1.8729 -6.4633
H: 2.9176 -1.2898 -7.2427
H: 1.3091 -0.1191 -5.7769
H: 1.3411 1.1985 -3.1656
C: -0.7993 5.9516 2.6666
S: -1.0902 4.1777 2.5619
C: -2.7743 4.0649 2.8443
C: -3.4098 2.8063 2.8539
S: -2.5819 1.2746 2.7696
S: -5.0660 2.8353 3.2087
C: -5.2634 4.5555 3.3996
S: -6.6520 5.2836 3.7735
S: -3.7565 5.4150 3.1547
H: 0.2832 6.0627 2.6346
H: -1.1594 6.3353 3.6214
H: -1.2423 6.4834 1.8264
C: -2.0738 -3.2435 3.4215
C: -2.2454 -2.0265 2.8028
N: -1.3130 -1.4888 1.9914
C: -0.1628 -2.1706 1.8105
C: 0.0784 -3.4253 2.3851
C: -0.9100 -3.9473 3.2154
C: 1.3561 -4.1276 2.2158
C: 2.1316 -4.2695 1.1512
C: 1.9988 -3.9043 -0.2622
C: 2.8879 -4.5145 -1.1343
C: 2.8139 -4.2010 -2.4738
N: 1.9135 -3.3371 -2.9422
C: 1.1071 -2.8171 -2.0387
N: 1.0835 -3.0295 -0.7288
H: -2.8538 -3.6307 4.0624
H: -3.1527 -1.4532 2.9421
H: 0.5866 -1.7127 1.1849
H: -0.7586 -4.9033 3.7043
H: 1.7122 -4.6060 3.1235
H: 3.0392 -4.8358 1.3293
H: 3.6254 -5.2173 -0.7725
H: 3.4901 -4.6477 -3.1917
H: 0.3598 -2.1252 -2.4367